Computed, not measured: a structure of composition C29H70F3Na3O17S at a distorted geometry, with ωB97M-V with the def2-TZVPD basis set.

Values from the calculation:
orbital gap (spin up / spin down) = 3.0199 / 8.3523 eV
energy relative to the best compared isomer or geometry (same formula, charge and spin) = 0.0000 eV
HOMO energy (spin up / spin down) = -5.6 / -10.8 eV
DFT total energy = -98238.060 eV

ORCA input file:
```
! wB97M-V def2-TZVPD RIJCOSX def2/J DEFGRID3
* xyz 1 2
Na 3.18 -0.35 -2.90
Na 1.11 4.19 -1.72
Na -2.04 0.20 -4.37
C -0.71 -0.20 0.35
F -0.41 -1.51 0.52
F -2.06 -0.05 0.06
F -0.44 0.52 1.47
S 0.32 0.51 -1.10
O 0.31 1.97 -0.95
O 1.70 0.05 -0.93
O -0.37 0.10 -2.33
C -3.61 1.89 -2.35
O -4.15 0.94 -3.35
C -4.90 1.52 -4.39
C -5.18 0.40 -5.50
O -4.04 -0.02 -6.27
C -3.48 0.98 -7.18
H -3.51 1.44 -1.36
H -4.43 2.59 -2.19
H -2.69 2.38 -2.65
H -4.28 2.33 -4.78
H -5.80 1.95 -3.95
H -6.09 0.67 -6.03
H -5.35 -0.47 -4.87
H -3.22 1.94 -6.75
H -4.18 1.13 -8.01
H -2.56 0.59 -7.62
C -7.61 0.53 0.93
O -6.75 0.56 2.01
C -5.94 -0.58 2.21
C -5.31 -0.51 3.57
O -4.47 0.74 3.66
C -3.08 0.49 3.25
H -6.93 0.22 0.13
H -7.87 1.53 0.60
H -8.45 -0.16 0.99
H -5.16 -0.51 1.46
H -6.40 -1.55 2.01
H -4.91 -1.48 3.86
H -6.17 -0.39 4.23
H -2.56 -0.05 4.03
H -2.55 1.43 3.04
H -3.09 -0.13 2.35
C 5.61 -1.54 -5.16
O 4.69 -1.79 -4.16
C 4.47 -3.14 -3.89
C 4.17 -3.38 -2.42
O 2.92 -2.71 -2.17
C 2.40 -2.88 -0.88
H 6.58 -2.02 -5.06
H 5.68 -0.46 -5.08
H 5.12 -1.66 -6.13
H 5.24 -3.83 -4.24
H 3.60 -3.43 -4.48
H 5.00 -2.91 -1.89
H 4.18 -4.44 -2.17
H 2.26 -3.91 -0.52
H 1.44 -2.37 -0.89
H 2.93 -2.43 -0.04
C 2.22 2.88 1.66
O 2.70 3.83 0.62
C 3.99 3.43 0.18
C 5.12 3.51 1.31
O 5.12 4.75 1.98
C 5.74 5.87 1.42
H 2.66 2.83 2.66
H 2.30 1.88 1.24
H 1.14 2.94 1.81
H 4.19 4.18 -0.58
H 3.91 2.50 -0.37
H 6.09 3.50 0.82
H 5.05 2.84 2.17
H 6.78 5.55 1.37
H 5.67 6.67 2.15
H 5.36 6.01 0.41
C -0.78 0.12 7.64
O -0.67 0.51 6.29
C -0.27 1.86 6.18
C 0.55 2.10 4.86
O 1.88 1.69 5.00
C 1.96 0.27 5.05
H 0.14 0.26 8.22
H -0.91 -0.95 7.76
H -1.64 0.59 8.11
H 0.37 2.08 7.03
H -1.06 2.60 6.08
H 0.63 3.17 4.67
H 0.08 1.62 4.01
H 1.54 -0.23 4.18
H 1.68 -0.17 6.01
H 3.04 0.16 4.97
C -8.24 -5.00 -2.21
O -7.15 -5.40 -1.43
C -6.47 -4.30 -0.80
C -5.36 -4.96 0.09
O -4.12 -4.25 -0.06
C -4.00 -3.00 0.62
H -7.88 -4.35 -3.01
H -9.01 -4.37 -1.76
H -8.74 -5.87 -2.62
H -7.05 -3.53 -0.28
H -5.92 -3.71 -1.53
H -5.14 -5.94 -0.32
H -5.71 -4.83 1.11
H -4.54 -2.96 1.57
H -4.44 -2.26 -0.05
H -3.01 -2.64 0.88
C 4.93 -0.28 0.46
O 5.00 -0.14 -0.95
C 6.28 -0.33 -1.61
C 7.31 0.74 -1.16
O 7.73 0.52 0.15
C 8.86 1.18 0.61
H 5.12 0.68 0.94
H 5.67 -1.00 0.78
H 3.92 -0.65 0.65
H 6.20 -0.30 -2.69
H 6.77 -1.28 -1.38
H 6.71 1.64 -1.29
H 8.17 0.85 -1.83
H 9.08 0.76 1.59
H 8.59 2.24 0.69
H 9.68 0.96 -0.08
*
```

---

Computed, not measured: a cluster of 2 separate species, C4H15N3O in total at a distorted geometry, with ωB97M-V with the def2-TZVPD basis set.

Values from the calculation:
orbital gap (spin up / spin down) = 3.3864 / 7.5336 eV
energy relative to the best compared isomer or geometry (same formula, charge and spin) = 0.2493 eV
HOMO energy (spin up / spin down) = -7.1 / -11.3 eV
DFT total energy = -10900.526 eV

ORCA input file:
```
! wB97M-V def2-TZVPD RIJCOSX def2/J DEFGRID3
* xyz 1 2
C -0.41 -1.87 -1.26
C 0.49 -0.81 -0.66
C 0.31 -0.72 0.89
N -0.62 2.21 2.92
C -0.50 0.88 2.52
N 0.12 0.62 1.31
N 0.12 -2.29 -2.61
H -1.37 -1.41 -1.47
H -0.61 -2.72 -0.62
H 1.56 -0.94 -0.83
H 0.23 0.15 -1.09
H -0.57 -1.34 1.16
H 1.15 -1.20 1.40
H -1.23 2.50 3.66
H -0.21 2.93 2.36
H -0.81 0.10 3.18
H 0.39 1.33 0.65
H 0.11 -1.43 -3.18
H -0.48 -2.98 -3.08
H 1.09 -2.62 -2.58
H -0.29 3.46 -0.62
H 1.08 3.31 -1.32
O 0.46 2.86 -0.73
*
```

---

Computed, not measured: a cluster of 2 separate species, C3H9NS2 in total at a distorted geometry, with ωB97M-V with the def2-TZVPD basis set.

Values from the calculation:
orbital gap = 8.6388 eV
energy relative to the best compared isomer or geometry (same formula, charge and spin) = 1.1194 eV
HOMO energy = -8.3 eV
DFT total energy = -26416.557 eV

ORCA input file:
```
! wB97M-V def2-TZVPD RIJCOSX def2/J DEFGRID3
* xyz 0 1
C 1.14 0.24 -1.05
C 1.42 0.00 0.24
N 2.60 0.41 0.84
H 1.74 0.88 -1.66
H 0.23 -0.11 -1.51
H 0.69 -0.49 0.85
H 2.97 1.27 0.45
H 2.64 0.49 1.84
C -2.03 -1.35 -0.39
S -2.47 0.42 -0.56
S -1.97 1.30 1.31
H -2.85 -2.02 -0.73
H -1.12 -1.60 -0.96
H -1.92 -1.48 0.68
H -1.07 2.05 0.66
*
```

---

Computed, not measured: an isolated molecule of C10H11NO2 at a distorted geometry, with ωB97M-V with the def2-TZVPD basis set.

Values from the calculation:
orbital gap (spin up / spin down) = 8.8632 / 8.8640 eV
energy relative to the best compared isomer or geometry (same formula, charge and spin) = 4.3216 eV
HOMO energy (spin up / spin down) = -8.3 / -8.3 eV
DFT total energy = -16129.969 eV

ORCA input file:
```
! wB97M-V def2-TZVPD RIJCOSX def2/J DEFGRID3
* xyz 0 1
C -2.84 -1.52 0.35
C -1.73 -0.62 0.14
N -1.70 0.66 0.42
O -2.56 1.39 0.95
C -0.61 1.59 -0.19
O -0.99 1.91 -1.52
C 0.71 0.92 0.02
C 1.86 1.57 0.58
C 3.06 0.90 0.63
C 3.07 -0.47 0.29
C 1.94 -1.09 -0.14
C 0.70 -0.40 -0.30
C -0.54 -1.10 -0.71
H -2.63 -2.14 1.37
H -3.00 -2.18 -0.45
H -3.88 -0.95 0.43
H -0.54 2.60 0.19
H -0.85 1.08 -1.95
H 1.58 2.58 0.90
H 4.00 1.44 0.99
H 4.06 -0.91 0.41
H 2.10 -2.19 -0.14
H -0.66 -0.98 -1.75
H -0.55 -2.12 -0.51
*
```

---

Computed, not measured: an isolated molecule of C6H11NO2 at a distorted geometry, with ωB97M-V with the def2-TZVPD basis set.

Values from the calculation:
orbital gap = 9.7156 eV
energy relative to the best compared isomer or geometry (same formula, charge and spin) = 3.6779 eV
HOMO energy = -8.9 eV
DFT total energy = -11982.590 eV

ORCA input file:
```
! wB97M-V def2-TZVPD RIJCOSX def2/J DEFGRID3
* xyz 0 1
C -0.86 2.13 -0.16
C -0.57 0.65 0.19
C -1.73 -0.12 -0.46
C 1.23 0.73 0.33
C 1.83 -0.37 -0.02
O 3.05 -0.58 -0.58
C 0.74 -1.42 -0.16
N 0.51 -2.08 1.05
O 0.59 -1.96 -1.27
H -1.88 2.43 0.10
H -0.27 2.84 0.43
H -0.66 2.30 -1.22
H -0.72 0.53 1.26
H -1.91 -1.13 -0.09
H -2.70 0.33 -0.24
H -1.65 -0.12 -1.55
H 1.61 1.73 0.50
H 2.99 -1.46 -1.00
H -0.09 -2.89 0.98
H 0.48 -1.54 1.90
*
```

---

Computed, not measured: a cluster of 9 separate species, C42H36BF4O26 in total at a distorted geometry, with ωB97M-V with the def2-TZVPD basis set.

Values from the calculation:
orbital gap = 6.2958 eV
energy relative to the best compared isomer or geometry (same formula, charge and spin) = 3.4222 eV
HOMO energy = -7.0 eV
DFT total energy = -108904.364 eV

ORCA input file:
```
! wB97M-V def2-TZVPD RIJCOSX def2/J DEFGRID3
* xyz -1 1
B 0.41 0.38 0.23
F 0.94 1.62 0.24
F -0.12 0.01 -1.01
F 1.53 -0.46 0.47
F -0.52 0.13 1.14
C 0.72 -5.60 0.17
C 0.67 -4.24 0.94
C -0.44 -3.89 1.89
O -0.39 -2.88 2.61
C -1.62 -4.89 2.05
C -1.62 -6.04 1.13
C -0.33 -6.52 0.33
O -0.23 -7.70 -0.01
O -2.72 -6.66 0.71
O 1.63 -3.21 0.80
H 1.56 -5.82 -0.66
H -2.51 -4.53 2.34
H -3.59 -6.53 1.02
H 1.36 -2.45 1.10
C -3.82 1.53 -5.12
C -4.01 0.01 -5.30
C -2.88 -0.94 -4.90
O -2.95 -2.04 -5.05
C -1.71 -0.31 -4.11
C -1.75 1.21 -3.85
C -2.72 2.10 -4.50
O -2.64 3.26 -4.42
O -0.88 1.84 -2.96
O -4.96 -0.74 -5.91
H -4.72 2.10 -5.53
H -1.20 -0.83 -3.52
H -0.51 1.39 -2.22
H -4.47 -1.34 -6.29
C -3.47 2.22 4.69
C -2.40 1.32 3.95
C -1.19 0.89 4.59
O -0.40 0.20 4.03
C -1.07 1.38 5.95
C -1.97 2.26 6.70
C -3.13 2.71 6.12
O -4.10 3.28 6.67
O -1.81 2.72 8.05
O -2.66 0.97 2.66
H -4.45 2.55 4.41
H -0.04 1.13 6.39
H -1.08 2.70 8.54
H -1.97 0.54 2.32
C 2.53 -3.82 -3.63
C 2.77 -2.84 -2.49
C 4.11 -2.96 -1.78
O 4.45 -2.10 -0.93
C 4.87 -4.12 -2.03
C 4.53 -5.21 -3.01
C 3.41 -4.90 -3.92
O 3.22 -5.70 -4.83
O 5.20 -6.38 -3.08
O 2.04 -1.76 -2.27
H 1.62 -3.63 -4.14
H 5.68 -4.34 -1.31
H 5.92 -6.66 -2.58
H 2.17 -1.50 -1.44
C -4.07 -4.28 -1.35
C -2.93 -4.53 -2.29
C -1.71 -3.90 -2.08
O -0.69 -4.03 -2.83
C -1.59 -2.89 -1.07
C -2.75 -2.53 -0.20
C -3.97 -3.34 -0.22
O -4.93 -3.21 0.55
O -2.69 -1.34 0.56
O -3.13 -5.31 -3.41
H -5.10 -4.72 -1.49
H -0.81 -2.16 -1.25
H -1.79 -1.09 0.81
H -2.43 -5.24 -4.04
C 2.51 3.70 4.76
C 1.78 3.62 3.49
C 0.31 4.07 3.40
O -0.43 3.79 2.53
C -0.20 4.84 4.53
C 0.66 4.98 5.90
C 1.88 4.31 5.94
O 2.67 4.47 7.03
O 0.24 5.73 6.91
O 2.14 2.77 2.43
H 3.53 3.29 5.06
H -1.10 5.35 4.43
H -0.73 5.96 6.63
H 1.47 2.89 1.70
C 1.58 3.69 -4.30
C 2.70 2.98 -3.68
O 3.86 3.53 -3.59
C 2.54 1.55 -3.23
H 0.68 3.69 -3.73
H 1.37 3.15 -5.12
H 1.66 4.75 -4.45
H 1.96 0.76 -3.91
H 1.91 1.76 -2.30
H 3.63 1.29 -2.88
C 1.85 4.76 -0.74
C 2.42 5.93 -0.17
O 2.34 7.01 -0.83
C 3.07 5.84 1.19
H 0.82 4.55 -0.21
H 2.46 3.95 -0.79
H 1.34 4.90 -1.85
H 2.15 6.16 1.92
H 3.78 6.61 1.37
H 3.48 5.01 1.49
*
```